Molecular formula: C5H15N3P
Method: DFT, the ωB97M-V functional and the def2-TZVPD basis

CARTESIAN COORDINATES (ANGSTROEM)
1 C -0.09 -1.38 0.38
2 C -1.31 0.83 0.56
3 C 2.10 -0.20 0.46
4 C -0.31 -2.71 -0.21
5 C -2.48 1.59 -0.10
6 N -1.02 -0.47 -0.04
7 N 1.27 -0.88 -0.18
8 N -0.06 1.70 0.29
9 P 3.67 0.55 -0.01
10 H 0.15 -1.39 1.46
11 H -1.56 0.90 1.61
12 H 1.88 -0.24 1.51
13 H 0.32 -3.50 0.11
14 H -0.16 -2.64 -1.27
15 H -1.36 -2.95 -0.08
16 H -2.50 1.42 -1.22
17 H -2.33 2.63 0.15
18 H -3.50 1.25 0.32
19 H -1.00 -0.54 -1.11
20 H 1.40 -0.80 -1.25
21 H 0.29 1.74 -0.67
22 H -0.20 2.64 0.60
23 H 3.35 1.83 0.12
24 H 3.42 0.61 -1.44

Calculated values
SMILES: C[C@H](N)N[C@@H](C)/[NH+]=C/P
Electronic energy in Ha: -704.8146
Charge: +1
HOMO in eV: -12.94

Which charges does Löwdin predict for the atoms? In e, they are: C -0.394; C -0.365; C -0.420; C -0.020; C -0.059; N 0.014; N 0.036; N 0.024; P 0.922; H 0.173; H 0.138; H 0.093; H 0.086; H 0.081; H 0.110; H 0.094; H 0.063; H 0.107; H 0.174; H 0.192; H 0.075; H 0.060; H -0.124; H -0.061